Entry from the Open Molecules 2025 dataset: 14 unconnected molecules or ions with the total composition C37H73Cl26NO6S at a distorted geometry (ωB97M-V with the def2-TZVPD basis set).

```
144
Properties=species:S:1:pos:R:3:forces:R:3
C 0.622 1.868 -1.225 -0.092 -0.099 0.169
C -0.696 1.138 -1.229 -0.009 0.313 0.020
O -1.104 0.500 -2.151 -0.076 -0.385 -0.164
O -1.407 1.268 -0.065 0.600 -0.067 0.356
C -1.732 0.009 0.557 -0.356 0.231 -0.377
C -2.013 0.297 2.024 -0.300 0.155 0.155
O -1.526 -0.720 2.922 -0.044 -0.135 -0.183
S 0.072 -0.756 3.107 0.022 -0.028 0.261
O 0.320 -0.491 4.510 0.047 -0.016 -0.057
O 0.124 -2.363 2.917 0.063 -0.062 -0.030
C 1.468 -2.895 3.036 0.001 -0.136 -0.012
C 1.965 -3.457 1.707 0.038 0.181 0.118
C 1.825 -4.971 1.636 0.238 -0.159 -0.091
C 2.178 -5.582 0.269 -0.141 0.490 0.370
N 3.087 -4.741 -0.549 -0.115 -1.005 -0.776
C 2.415 -4.174 -1.721 -0.187 0.160 0.311
C 4.246 -5.429 -0.920 0.014 0.196 0.887
C 5.038 -6.030 0.226 0.126 -0.040 -0.103
O 4.634 -5.505 -2.058 0.259 0.144 -0.572
H 0.538 2.792 -1.797 0.011 -0.001 -0.020
H 0.951 2.091 -0.214 -0.044 0.106 0.013
H 1.353 1.222 -1.707 0.013 0.086 -0.141
H -2.610 -0.400 0.056 0.065 -0.198 0.053
H -0.892 -0.678 0.428 -0.052 -0.049 0.109
H -1.636 1.286 2.296 0.251 -0.099 -0.036
H -3.077 0.312 2.227 -0.034 -0.065 -0.121
H 1.406 -3.676 3.795 0.032 0.007 0.027
H 2.146 -2.131 3.422 -0.101 0.087 -0.026
H 3.011 -3.171 1.589 0.024 -0.108 -0.092
H 1.430 -2.964 0.893 -0.060 0.000 0.029
H 2.488 -5.409 2.391 -0.072 0.052 0.054
H 0.815 -5.272 1.918 0.070 0.036 -0.102
H 2.612 -6.568 0.418 0.003 -0.028 0.020
H 1.266 -5.749 -0.308 0.034 0.104 -0.074
H 1.550 -3.605 -1.382 0.023 0.043 -0.003
H 2.066 -4.958 -2.401 0.071 0.032 -0.073
H 3.085 -3.504 -2.250 -0.028 -0.163 0.060
H 6.092 -5.954 -0.030 -0.010 0.001 -0.015
H 4.808 -7.091 0.330 -0.024 -0.005 0.048
H 4.861 -5.519 1.171 -0.111 -0.056 0.017
Cl -6.393 -0.863 1.698 -0.004 -0.083 0.059
C -7.208 0.575 2.364 -0.067 0.000 0.014
C -6.379 1.815 2.154 -0.039 0.038 -0.069
Cl -4.891 1.774 3.136 -0.107 0.225 0.142
H -7.396 0.394 3.420 0.058 -0.014 -0.002
H -8.160 0.677 1.845 0.036 -0.012 -0.038
H -6.940 2.698 2.457 0.004 -0.027 0.054
H -6.084 1.921 1.113 0.019 -0.041 0.016
Cl -5.380 -0.878 -1.906 0.011 0.000 -0.012
C -7.108 -1.114 -2.278 -0.023 -0.036 -0.009
C -7.815 0.199 -2.495 0.038 -0.024 -0.018
Cl -7.955 1.137 -0.974 -0.040 0.126 -0.076
H -7.556 -1.677 -1.463 0.046 0.036 0.040
H -7.159 -1.701 -3.193 -0.001 0.019 -0.012
H -8.830 0.045 -2.849 0.038 -0.034 0.118
H -7.287 0.815 -3.218 0.014 0.040 0.054
Cl 1.716 2.005 2.748 0.096 0.132 -0.106
C 2.504 3.010 3.996 -0.012 0.005 0.119
C 2.844 4.387 3.496 -0.009 0.083 0.066
Cl 4.141 4.361 2.271 -0.026 -0.071 -0.120
H 3.391 2.477 4.330 0.007 -0.009 -0.051
H 1.803 3.085 4.826 0.001 0.013 -0.035
H 3.205 4.997 4.323 0.007 -0.020 -0.012
H 1.980 4.876 3.054 0.012 -0.024 -0.025
Cl 2.747 -1.488 -3.749 -0.070 0.247 -0.172
C 3.733 -1.848 -5.198 0.011 -0.029 -0.025
C 5.207 -1.808 -4.886 0.024 -0.068 0.024
Cl 5.780 -0.153 -4.536 -0.018 -0.030 0.102
H 3.459 -1.135 -5.971 0.006 0.011 0.070
H 3.460 -2.849 -5.525 0.022 0.005 0.030
H 5.783 -2.163 -5.739 -0.067 0.032 -0.049
H 5.428 -2.427 -4.019 0.038 0.032 0.004
Cl 0.656 5.477 6.039 -0.002 0.010 0.010
C 1.539 6.446 7.252 0.009 0.010 0.081
C 1.911 7.810 6.731 0.015 0.058 0.075
Cl 3.163 7.737 5.468 0.003 -0.097 -0.075
H 2.417 5.880 7.556 0.002 -0.010 -0.052
H 0.874 6.556 8.108 -0.011 -0.001 -0.017
H 2.321 8.412 7.541 -0.005 -0.006 0.001
H 1.047 8.322 6.318 0.016 -0.033 -0.035
Cl 7.570 -2.339 -8.017 -0.005 0.005 -0.019
C 6.445 -1.956 -9.353 0.036 -0.062 -0.026
C 6.088 -0.493 -9.379 0.017 0.004 -0.030
Cl 5.085 -0.047 -7.974 0.024 0.088 -0.089
H 5.559 -2.575 -9.228 0.111 0.046 0.054
H 6.950 -2.230 -10.278 0.000 0.022 0.008
H 5.511 -0.264 -10.274 -0.021 -0.059 0.005
H 6.979 0.130 -9.364 -0.024 0.015 0.053
Cl -10.299 2.089 -4.264 -0.006 0.040 -0.015
C -9.716 3.554 -3.425 0.057 0.007 0.070
C -10.740 4.658 -3.431 -0.015 0.021 0.047
Cl -11.008 5.323 -5.064 -0.008 -0.006 -0.001
H -8.794 3.864 -3.910 -0.027 -0.005 -0.038
H -9.494 3.263 -2.399 -0.023 -0.010 -0.006
H -10.390 5.479 -2.806 0.017 -0.003 -0.016
H -11.698 4.310 -3.056 0.000 -0.010 -0.031
Cl -2.982 1.752 6.725 -0.026 0.029 0.010
C -2.402 0.088 6.425 0.129 -0.036 -0.162
C -3.449 -0.765 5.759 0.087 -0.004 -0.050
Cl -4.831 -1.113 6.837 -0.048 0.005 0.003
H -2.087 -0.329 7.378 -0.055 0.015 0.015
H -1.537 0.165 5.765 -0.054 -0.024 0.070
H -3.012 -1.722 5.479 0.015 0.015 0.011
H -3.842 -0.284 4.867 -0.031 -0.012 0.036
Cl -6.857 -3.321 -5.786 -0.002 -0.007 0.014
C -8.566 -3.533 -6.249 -0.031 -0.022 -0.012
C -9.253 -2.210 -6.481 0.004 -0.029 -0.054
Cl -9.409 -1.281 -4.965 -0.107 -0.057 -0.175
H -9.054 -4.094 -5.457 0.011 0.015 0.008
H -8.584 -4.121 -7.165 0.026 0.028 -0.014
H -10.258 -2.376 -6.865 -0.010 -0.016 0.053
H -8.703 -1.592 -7.186 0.034 -0.002 0.035
Cl 3.469 -3.831 -10.038 -0.127 -0.038 -0.095
C 4.069 -5.464 -9.642 0.034 -0.049 0.012
C 3.855 -5.791 -8.185 -0.020 -0.050 0.002
Cl 4.884 -4.786 -7.133 0.011 -0.025 -0.016
H 5.125 -5.502 -9.900 -0.004 0.038 0.010
H 3.525 -6.168 -10.269 -0.040 0.018 0.027
H 4.122 -6.830 -8.000 0.029 0.015 -0.001
H 2.820 -5.633 -7.892 0.011 0.032 0.002
Cl 8.126 5.894 2.343 0.000 0.010 0.003
C 8.436 5.116 3.917 0.046 -0.012 0.023
C 7.202 4.455 4.476 -0.011 -0.105 -0.044
Cl 5.961 5.642 4.948 0.024 0.058 0.155
H 8.817 5.877 4.593 -0.025 0.017 -0.017
H 9.208 4.365 3.756 -0.020 -0.008 -0.013
H 7.464 3.891 5.370 0.011 0.031 0.007
H 6.749 3.783 3.749 -0.019 0.049 -0.020
Cl 1.413 -8.692 2.909 0.013 0.006 0.003
C 0.167 -8.767 4.185 -0.026 -0.048 0.036
C -0.983 -7.835 3.900 -0.022 -0.031 -0.019
Cl -0.490 -6.127 4.015 -0.148 0.001 0.138
H 0.647 -8.525 5.130 0.019 0.026 -0.026
H -0.193 -9.794 4.221 0.002 0.006 -0.033
H -1.777 -7.994 4.629 0.035 0.008 0.028
H -1.383 -7.997 2.902 0.023 0.021 -0.005
Cl 1.366 10.882 5.218 -0.095 0.099 -0.005
C 2.451 12.292 5.096 0.022 0.049 -0.007
C 3.898 11.877 5.014 0.029 0.030 -0.040
Cl 4.475 11.173 6.547 0.004 0.000 0.008
H 2.272 12.925 5.962 -0.016 -0.040 0.016
H 2.167 12.833 4.196 0.027 -0.033 -0.019
H 4.515 12.752 4.813 -0.009 0.001 0.015
H 4.056 11.142 4.229 -0.015 -0.038 0.042
```
Forces are in eV/Å.

Properties
- frontier orbital gap (eV) = 9.7
- spin multiplicity = 1
- highest occupied orbital energy (eV) = -9.135

Entry from the Open Molecules 2025 dataset: a molecular structure, C22H15Cl3GeIIrN3S (ωB97M-V with the def2-TZVPD basis set).

```
47
Properties=species:S:1:pos:R:3:forces:R:3
Ir 0.128 0.336 -0.642 -0.076 0.018 0.262
N 3.368 1.268 1.874 0.027 0.194 0.312
C 3.289 0.725 3.186 0.092 0.032 -0.171
C 4.434 0.586 3.945 0.052 -0.051 0.017
C 4.346 0.035 5.217 0.046 0.022 -0.044
C 3.122 -0.378 5.711 -0.062 -0.016 0.026
C 1.976 -0.248 4.935 0.034 -0.033 0.053
C 2.067 0.315 3.675 -0.136 -0.147 0.098
S 0.585 0.580 2.757 0.115 0.255 -0.022
N 1.157 0.883 1.160 -0.139 -0.071 -0.050
C 2.388 1.267 0.972 -0.050 -0.085 -0.268
C 2.735 1.743 -0.392 -0.007 -0.030 0.130
C 3.836 2.531 -0.661 0.058 0.030 -0.078
C 4.043 2.980 -1.958 0.058 0.017 0.082
C 3.132 2.632 -2.934 -0.060 -0.014 -0.036
C 2.045 1.853 -2.581 -0.023 0.027 -0.060
N 1.842 1.407 -1.337 0.004 -0.060 0.005
H 4.288 1.524 1.557 0.026 0.007 0.040
H 5.392 0.902 3.550 -0.005 0.000 0.005
H 5.239 -0.071 5.817 0.001 0.013 -0.002
H 3.050 -0.802 6.703 -0.004 -0.002 -0.005
H 1.015 -0.564 5.324 0.006 -0.009 -0.018
H 4.517 2.832 0.122 0.005 0.020 -0.010
H 4.895 3.604 -2.191 -0.001 -0.005 0.006
H 3.237 2.967 -3.956 0.008 -0.005 0.002
H 1.302 1.602 -3.324 0.010 -0.014 0.010
I -0.634 -0.370 -2.996 -0.033 -0.119 -0.150
C -2.466 -1.076 -2.335 0.048 0.088 -0.008
C -3.362 -1.579 -3.225 -0.080 -0.037 -0.043
C -4.606 -2.027 -2.740 0.059 0.018 -0.012
C -4.892 -1.942 -1.405 0.022 0.011 0.078
C -3.951 -1.431 -0.489 -0.130 -0.070 -0.017
C -4.293 -1.379 0.899 0.027 0.024 0.114
C -3.372 -0.989 1.796 -0.040 -0.115 -0.112
C -2.040 -0.628 1.344 0.335 -0.167 0.300
C -1.680 -0.468 -0.037 -0.003 -0.041 -0.295
C -2.680 -0.981 -0.943 0.109 0.075 0.048
H -3.140 -1.636 -4.283 -0.005 -0.007 0.005
H -5.330 -2.434 -3.433 -0.005 0.013 0.001
H -5.849 -2.278 -1.028 0.000 0.002 -0.018
H -5.291 -1.665 1.204 -0.004 0.008 -0.010
H -3.586 -0.943 2.855 -0.002 -0.036 0.049
H -1.477 -0.047 2.064 -0.050 -0.012 -0.072
Cl -0.618 -2.840 3.547 0.008 0.037 0.005
Ge -0.899 -2.419 1.508 -0.365 0.287 -0.099
Cl -1.915 -3.996 0.558 -0.052 -0.052 -0.008
Cl 0.973 -2.196 0.473 0.180 0.002 -0.041
```
Forces are in eV/Å.

Properties
- frontier orbital gap (spin up / spin down) (eV) = 6.2 / 6.1
- spin multiplicity = 2
- highest occupied orbital energy (spin up / spin down) (eV) = -13.380 / -13.362
- ⟨S²⟩ = 0.7531
- total charge = +2
- ΔE to the lowest compared entry with this formula, charge and spin (kJ/mol) = 75.9

Entry from the Open Molecules 2025 dataset: a molecular structure, C4H7NO (ωB97M-V with the def2-TZVPD basis set).

```
13
Properties=species:S:1:pos:R:3:forces:R:3
C -0.345 0.047 1.669 -0.112 0.218 0.422
N -0.516 -0.494 0.006 0.257 -0.182 -0.024
C 0.665 -1.042 0.361 -0.040 -0.110 -0.224
C -0.685 0.445 -0.925 -0.009 0.113 -0.169
C 0.259 0.703 -1.981 -0.085 0.063 0.046
O 0.131 1.561 -2.842 0.035 -0.205 0.181
H -0.282 -0.721 2.439 -0.011 0.086 -0.153
H -1.340 0.494 1.693 0.178 -0.055 -0.069
H 0.413 0.824 1.776 -0.067 -0.135 -0.053
H 1.596 -0.799 -0.159 -0.129 -0.023 0.081
H 0.638 -1.946 0.958 -0.043 0.175 -0.024
H -1.658 0.928 -0.963 0.109 -0.087 0.001
H 1.124 0.002 -2.032 -0.083 0.142 -0.015
```
Forces are in eV/Å.

Properties
- frontier orbital gap (spin up / spin down) (eV) = 7.5 / 7.5
- spin multiplicity = 1
- highest occupied orbital energy (spin up / spin down) (eV) = -7.688 / -7.688
- ΔE to the lowest compared entry with this formula, charge and spin (kJ/mol) = 525.3